[1]
The following is a quantum chemistry calculation of a cluster of 8 separate species, C36H49N2O15P in total in a non-equilibrium geometry, from the Open Molecules 2025 dataset.

Geometry as XYZ:
```
103
Properties=species:S:1:pos:R:3:lowdin_charge:R:1
O -0.314 -1.178 -0.420 -0.517
P 1.120 -1.737 -0.724 0.774
C 2.092 -1.602 0.916 -0.215
C 2.117 -2.785 1.916 -0.012
C 2.906 -2.597 3.278 -0.034
C 3.625 -1.253 3.513 -0.007
C 3.643 -0.046 2.483 -0.183
N 4.398 1.118 2.864 0.080
C 4.291 2.093 1.828 -0.075
C 3.473 1.961 0.512 -0.073
N 2.741 0.790 0.163 0.051
C 2.848 -0.233 1.168 -0.185
H 1.687 -0.882 -1.731 0.005
H 1.090 -3.074 -1.236 0.013
H 1.581 -3.772 1.678 0.058
H 2.959 -3.422 4.079 0.102
H 4.189 -1.113 4.509 0.099
H 4.866 3.081 1.987 0.093
H 3.464 2.849 -0.220 0.112
O 6.020 -5.073 2.521 0.110
C 6.348 -4.136 1.838 -0.483
C 7.628 -3.359 1.977 -0.083
C 7.333 -2.114 1.174 -0.166
C 6.350 -2.616 0.143 -0.164
O 5.616 -3.658 0.796 0.020
H 8.446 -3.940 1.543 0.134
H 7.834 -3.124 3.022 0.129
H 8.220 -1.653 0.735 0.118
H 6.849 -1.369 1.815 0.115
H 6.848 -3.038 -0.736 0.127
H 5.664 -1.831 -0.182 0.121
O -4.432 -4.203 -3.554 0.086
C -4.108 -3.304 -2.812 -0.476
C -4.867 -2.022 -2.609 -0.081
C -3.841 -1.148 -1.921 -0.149
C -2.994 -2.158 -1.185 -0.171
O -3.014 -3.336 -2.007 0.022
H -5.731 -2.217 -1.968 0.139
H -5.181 -1.597 -3.562 0.097
H -4.277 -0.392 -1.265 0.120
H -3.234 -0.632 -2.673 0.127
H -3.407 -2.411 -0.203 0.128
H -1.963 -1.814 -1.058 0.063
O 4.123 4.450 3.988 0.106
C 5.062 5.203 3.933 -0.479
C 5.890 5.660 5.102 -0.079
C 6.626 6.850 4.524 -0.165
C 6.728 6.491 3.060 -0.165
O 5.548 5.730 2.776 0.016
H 6.574 4.858 5.390 0.136
H 5.258 5.948 5.942 0.131
H 7.596 7.035 4.990 0.119
H 6.017 7.752 4.643 0.123
H 7.603 5.871 2.844 0.129
H 6.756 7.376 2.423 0.127
O -1.120 6.180 2.995 0.106
C -0.971 5.356 2.128 -0.479
C 0.151 4.357 2.048 -0.080
C 0.054 3.884 0.614 -0.165
C -1.416 4.049 0.313 -0.167
O -1.836 5.177 1.092 0.022
H -0.041 3.548 2.758 0.137
H 1.112 4.828 2.253 0.125
H 0.412 2.863 0.463 0.108
H 0.641 4.546 -0.031 0.120
H -2.003 3.177 0.617 0.131
H -1.598 4.244 -0.745 0.120
O -6.998 -0.613 -5.164 0.108
C -6.848 -1.441 -6.026 -0.472
C -5.724 -2.438 -6.100 -0.095
C -5.819 -2.919 -7.531 -0.161
C -7.291 -2.759 -7.832 -0.167
O -7.713 -1.629 -7.061 0.028
H -5.914 -3.243 -5.386 0.125
H -4.763 -1.963 -5.899 0.132
H -5.458 -3.939 -7.676 0.121
H -5.234 -2.259 -8.180 0.121
H -7.876 -3.631 -7.522 0.128
H -7.473 -2.569 -8.891 0.125
O 0.822 -5.115 0.804 0.064
C 0.081 -5.980 1.206 -0.441
C -1.363 -6.147 0.819 -0.070
C -1.869 -7.095 1.885 -0.162
C -0.630 -7.884 2.233 -0.161
O 0.461 -6.974 2.050 0.044
H -1.416 -6.590 -0.178 0.142
H -1.889 -5.193 0.846 0.131
H -2.700 -7.720 1.557 0.121
H -2.201 -6.522 2.757 0.123
H -0.483 -8.742 1.570 0.130
H -0.645 -8.235 3.266 0.128
O -3.820 3.022 -1.632 0.104
C -4.553 3.974 -1.547 -0.478
C -5.832 4.030 -0.758 -0.079
C -6.499 5.266 -1.321 -0.165
C -5.319 6.112 -1.738 -0.163
O -4.306 5.179 -2.130 0.028
H -5.593 4.143 0.302 0.136
H -6.435 3.137 -0.924 0.130
H -7.161 5.769 -0.613 0.119
H -7.091 4.996 -2.201 0.122
H -4.932 6.721 -0.916 0.130
H -5.561 6.766 -2.578 0.126
```

Charge ... 0
LUMO level ... -0.8792 eV
Highest occupied orbital energy ... -8.55 eV
SMILES string ... O=[PH2]c1cccc2nccnc12.O=C1CCCO1.O=C1CCCO1.O=C1CCCO1.O=C1CCCO1.O=C1CCCO1.O=C1CCCO1.O=C1CCCO1
Orbital gap ... 7.667 eV
E ... -81104.5520 eV

***

[2]
The following is a quantum chemistry calculation of a structure of composition C29H33AuBrN2O2SSi in a non-equilibrium geometry, from the Open Molecules 2025 dataset.

Geometry as XYZ:
```
70
Properties=species:S:1:pos:R:3:lowdin_charge:R:1
Au -0.191 -0.428 0.739 1.168
C 5.383 -1.277 -0.879 -0.180
Si 4.825 -0.308 0.676 0.496
C 5.483 -1.153 2.257 -0.180
C 5.405 1.506 0.564 -0.181
C 2.967 -0.347 0.740 -0.196
C 1.761 -0.420 0.806 -0.272
H 6.466 -1.309 -0.949 0.030
H 5.001 -0.805 -1.779 0.025
H 5.017 -2.299 -0.848 0.019
H 6.568 -1.155 2.269 0.030
H 5.142 -2.182 2.317 0.023
H 5.134 -0.631 3.142 0.026
H 6.489 1.566 0.554 0.030
H 5.043 2.078 1.414 0.025
H 5.032 1.975 -0.342 0.025
N -0.328 1.800 0.823 -0.365
S -0.973 2.789 -0.263 1.110
C -2.706 3.092 0.191 -0.399
C -3.352 2.291 1.113 -0.094
C -4.708 2.472 1.324 -0.045
C -5.394 3.452 0.626 -0.048
C -4.728 4.263 -0.280 -0.054
C -3.377 4.077 -0.512 -0.083
C -0.291 4.382 0.253 -0.389
C -0.608 4.924 1.487 -0.070
C 0.040 6.075 1.899 -0.048
C 0.990 6.668 1.083 -0.048
C 1.288 6.125 -0.157 -0.052
C 0.648 4.970 -0.577 -0.074
H -0.356 2.149 1.772 0.036
H -2.816 1.515 1.635 0.089
H -5.224 1.826 2.014 0.120
H -6.454 3.578 0.779 0.114
H -5.261 5.026 -0.828 0.114
H -2.845 4.686 -1.227 0.115
H -1.352 4.459 2.117 0.118
H -0.188 6.495 2.867 0.117
H 1.508 7.551 1.423 0.116
H 2.031 6.585 -0.789 0.116
H 0.872 4.528 -1.534 0.112
Br -1.534 -2.748 -5.982 0.744
C -2.069 -2.129 -4.269 -0.683
C -3.410 -2.128 -3.914 -0.106
C -3.787 -1.642 -2.674 -0.007
C -2.820 -1.173 -1.792 -0.124
C -1.485 -1.175 -2.155 -0.071
C -1.103 -1.661 -3.391 -0.129
C -3.267 -0.609 -0.410 -0.630
O -4.461 -0.399 -0.313 0.076
O -2.368 -0.408 0.431 -0.176
H -4.154 -2.493 -4.606 0.106
H -4.829 -1.622 -2.389 0.123
H -0.724 -0.802 -1.479 0.046
H -0.060 -1.663 -3.665 0.100
C 1.474 -5.317 -0.183 -0.019
C 0.237 -5.135 0.707 -0.581
C 0.533 -5.593 2.144 -0.022
C -0.955 -5.913 0.127 -0.019
C -0.123 -3.742 0.776 -0.075
N -0.454 -2.648 0.883 0.184
H 1.732 -6.373 -0.214 0.101
H 2.324 -4.767 0.211 0.090
H 1.278 -4.981 -1.198 0.094
H 0.734 -6.661 2.147 0.099
H -0.317 -5.399 2.793 0.097
H 1.401 -5.076 2.543 0.095
H -0.728 -6.976 0.138 0.100
H -1.153 -5.609 -0.898 0.096
H -1.852 -5.743 0.717 0.097
```

Charge ... +1
Energy above the lowest of the compared OMol25 structures with the same formula, charge and spin ... 34.6 kcal/mol
LUMO level ... -5.7504 eV
Highest occupied orbital energy ... -10.97 eV
Orbital gap ... 5.215 eV
E ... -130121.8284 eV

***

[3]
The following is a quantum chemistry calculation of a cluster of 2 separate species, C5H13NO in total in a non-equilibrium geometry, from the Open Molecules 2025 dataset.

Geometry as XYZ:
```
20
Properties=species:S:1:pos:R:3:lowdin_charge:R:1
C -1.961 -0.292 -0.930 0.004
C -0.991 -0.604 0.018 -0.350
N -1.417 -1.419 1.195 0.025
C 0.284 0.253 0.119 -0.175
C 0.512 0.710 1.626 -0.272
C 1.426 -0.239 2.472 -0.125
H -1.397 0.261 -1.733 0.051
H -3.054 -0.199 -0.828 0.055
H -0.738 -2.121 1.523 0.066
H -2.403 -1.831 1.058 0.111
H 0.370 1.147 -0.479 0.100
H 1.129 -0.280 -0.109 0.061
H -0.572 0.845 2.040 0.119
H 0.825 1.791 1.662 0.101
H 2.454 -0.176 1.991 0.075
H 1.120 -1.292 2.412 0.044
H 1.540 0.234 3.570 0.111
O 0.630 1.093 -5.423 -0.006
H 1.449 1.438 -5.599 -0.018
H 0.794 0.684 -4.587 0.023
```

Charge ... 0
Energy above the lowest of the compared OMol25 structures with the same formula, charge and spin ... 69.4 kcal/mol
LUMO level ... 0.7206 eV
Highest occupied orbital energy ... -8.11 eV
SMILES string ... C=C(N)CCC.O
Orbital gap ... 8.832 eV
E ... -8930.9992 eV

***

[4]
The following is a quantum chemistry calculation of a structure of composition C23H29BN6O2Pt in a non-equilibrium geometry, from the Open Molecules 2025 dataset.

Geometry as XYZ:
```
62
Properties=species:S:1:pos:R:3:lowdin_charge:R:1
Pt -0.270 0.771 0.311 1.232
C 2.888 2.193 -0.755 -0.028
C 2.877 0.729 -0.469 -0.331
C 3.835 -0.256 -0.738 0.020
C 3.330 -1.428 -0.195 -0.267
C 3.917 -2.799 -0.234 -0.014
N 2.139 -1.138 0.357 0.030
N 1.877 0.176 0.209 -0.019
B 1.147 -1.985 1.191 -0.481
N 0.718 -1.140 2.420 0.039
N 0.137 0.075 2.302 -0.055
C -0.122 0.556 3.506 -0.314
C -0.786 1.882 3.671 -0.017
C 0.317 -0.378 4.455 0.024
C 0.841 -1.432 3.730 -0.265
C 1.441 -2.695 4.247 -0.022
N -0.111 -2.271 0.332 0.023
N -1.067 -1.324 0.275 -0.021
C -2.075 -1.787 -0.458 -0.333
C -3.291 -0.951 -0.676 -0.024
C -1.775 -3.100 -0.851 0.018
C -0.520 -3.371 -0.329 -0.270
C 0.317 -4.595 -0.493 -0.017
H 3.730 2.458 -1.391 0.077
H 2.967 2.750 0.180 0.083
H 1.961 2.497 -1.244 0.062
H 4.769 -0.134 -1.261 0.108
H 4.976 -2.740 -0.476 0.080
H 3.427 -3.402 -1.001 0.080
H 3.800 -3.309 0.721 0.074
H 1.651 -3.005 1.548 0.108
H -1.038 2.279 2.687 0.051
H -0.130 2.586 4.183 0.083
H -1.700 1.781 4.256 0.084
H 0.258 -0.295 5.527 0.110
H 1.408 -2.690 5.335 0.080
H 2.481 -2.795 3.935 0.084
H 0.894 -3.567 3.888 0.085
H -3.099 0.060 -0.315 0.057
H -4.139 -1.360 -0.124 0.080
H -3.560 -0.905 -1.731 0.081
H -2.388 -3.764 -1.439 0.107
H -0.314 -5.446 -0.738 0.080
H 0.878 -4.814 0.415 0.070
H 1.032 -4.459 -1.307 0.080
C -0.608 1.398 -4.112 -0.006
C -0.967 1.633 -2.659 -0.359
O -0.521 0.783 -1.867 -0.097
C -1.786 2.763 -2.304 -0.104
C -2.284 3.608 -3.327 -0.054
C -3.069 4.695 -3.067 -0.105
C -3.390 4.998 -1.730 -0.082
C -2.926 4.218 -0.712 -0.015
C -2.113 3.064 -0.939 -0.363
O -1.749 2.393 0.084 -0.204
H 0.065 0.546 -4.163 0.086
H -0.124 2.275 -4.538 0.089
H -1.503 1.177 -4.695 0.093
H -2.044 3.381 -4.356 0.100
H -3.434 5.310 -3.878 0.096
H -4.010 5.859 -1.513 0.104
H -3.165 4.442 0.320 0.112
```

Charge ... 0
Energy above the lowest of the compared OMol25 structures with the same formula, charge and spin ... 48.6 kcal/mol
LUMO level (spin up / spin down) ... 0.0898 / 0.2062 eV
Highest occupied orbital energy (spin up / spin down) ... -7.19 / -7.23 eV
Orbital gap (spin up / spin down) ... 7.281 / 7.435 eV
E ... -41282.1798 eV

***

[5]
The following is a quantum chemistry calculation of a cluster of 2 separate species, C5H14 in total, from the Open Molecules 2025 dataset.

Geometry as XYZ:
```
19
Properties=species:S:1:pos:R:3:lowdin_charge:R:1
C -0.884 2.538 -2.243 -0.136
C -0.806 1.664 -0.993 -0.320
C 0.483 0.850 -0.932 -0.120
H -0.987 1.963 -3.168 0.069
H -1.734 3.219 -2.218 0.063
H 0.027 3.133 -2.351 0.068
H -0.802 2.328 -0.126 0.098
H -1.704 1.049 -0.941 0.097
H 1.340 1.524 -0.880 0.075
H 0.529 0.342 0.032 0.024
H 0.570 0.116 -1.732 0.078
C 0.630 -1.894 1.334 -0.180
C 0.344 -2.767 2.554 -0.168
H 0.407 -0.853 1.535 0.041
H 1.666 -2.039 1.024 0.069
H 0.046 -2.161 0.452 0.064
H 1.260 -2.896 3.133 0.059
H -0.417 -2.334 3.203 0.060
H 0.031 -3.783 2.315 0.059
```

Charge ... 0
Energy above the lowest of the compared OMol25 structures with the same formula, charge and spin ... 4.9 kcal/mol
LUMO level ... 1.1238 eV
Highest occupied orbital energy ... -11.42 eV
SMILES string ... CCC.CC
Orbital gap ... 12.543 eV
E ... -5411.8389 eV

***

[6]
The following is a quantum chemistry calculation of a cluster of 2 separate species, C7H11Cl in total in a non-equilibrium geometry, from the Open Molecules 2025 dataset.

Geometry as XYZ:
```
19
Properties=species:S:1:pos:R:3:lowdin_charge:R:1
C -2.154 1.051 0.229 -0.303
C -1.996 -0.005 0.767 0.016
C -2.316 2.200 -0.556 -0.150
C 2.698 -0.801 0.635 -0.107
C 0.379 -0.705 -1.068 -0.139
C 1.427 -1.621 0.984 -0.160
C 0.950 -0.376 0.254 -0.875
Cl 0.879 1.205 0.868 0.768
H -2.692 1.944 -1.584 0.094
H -1.468 2.938 -0.705 0.091
H -3.174 2.881 -0.229 0.099
H -2.350 -1.004 1.353 0.120
H 3.273 -0.993 -0.262 0.057
H 3.180 0.063 1.135 0.038
H 0.692 0.040 -1.803 0.076
H 0.768 -1.765 -1.242 0.097
H -0.702 -0.777 -1.263 0.059
H 1.639 -2.624 0.530 0.122
H 0.968 -1.649 1.955 0.096
```

Charge ... 0
Energy above the lowest of the compared OMol25 structures with the same formula, charge and spin ... 72.5 kcal/mol
LUMO level (spin up / spin down) ... 0.8846 / -1.1463 eV
Highest occupied orbital energy (spin up / spin down) ... -4.26 / -9.68 eV
2S+1 ... 3
Orbital gap (spin up / spin down) ... 5.149 / 8.535 eV
E ... -19950.1145 eV

***

[7]
The following is a quantum chemistry calculation of a structure of composition C25H27N3O6S in a non-equilibrium geometry, from the Open Molecules 2025 dataset.

Geometry as XYZ:
```
62
Properties=species:S:1:pos:R:3:lowdin_charge:R:1
C -9.087 -0.048 -0.998 -0.113
H -9.969 -0.502 -0.955 0.049
H -8.650 -0.105 -2.144 0.151
H -9.139 0.992 -0.896 0.078
O -8.270 -0.889 -0.325 -0.018
C -7.038 -0.440 -0.066 -0.433
C -6.479 0.505 -0.735 -0.023
C -5.064 0.927 -0.883 0.046
C -4.309 0.234 0.056 -0.127
C -4.822 -0.806 0.941 0.060
C -6.262 -0.838 0.835 -0.037
H -6.786 -1.686 1.330 0.145
H -4.265 -1.458 1.590 0.100
C -2.815 0.625 0.301 -0.396
C -1.816 -0.344 0.380 -0.407
S -0.365 0.515 0.682 1.183
C -1.160 1.853 0.249 -0.481
N -2.499 1.787 0.169 0.111
N -0.534 3.371 0.071 0.175
C 0.642 3.731 0.173 -0.762
O 0.895 4.834 0.213 0.181
C 1.563 2.783 -0.218 -0.112
C 1.462 1.965 -1.402 -0.031
C 2.390 1.009 -1.676 -0.069
C 3.658 1.077 -1.417 -0.039
C 3.984 1.810 -0.105 -0.292
C 2.920 2.486 0.286 0.025
H 3.090 3.517 1.076 0.196
O 5.038 1.628 0.613 -0.061
C 5.466 2.505 1.626 -0.034
H 5.401 3.699 1.182 0.176
H 6.419 2.271 1.722 0.037
H 4.794 2.440 2.431 0.073
O 4.666 -0.067 -1.492 -0.105
C 4.385 -1.129 -2.275 -0.265
C 3.361 -1.783 -1.693 -0.127
O 2.420 -2.322 -2.614 -0.066
N 3.447 -2.385 -0.192 -0.109
C 4.472 -2.030 0.506 -0.222
H 5.109 -1.270 0.155 0.113
C 3.930 -1.493 1.880 -0.062
H 4.463 -1.166 2.729 0.095
O 2.777 -2.294 2.327 -0.179
C 1.804 -2.680 1.398 -0.147
H 1.039 -3.126 1.816 0.050
C 2.571 -3.302 0.118 -0.186
H 1.721 -3.506 -0.576 0.134
H 2.987 -4.346 0.456 0.169
H 1.378 -1.515 0.967 0.133
H 3.264 -0.393 1.474 0.188
H 5.008 -2.957 0.752 0.145
H 5.387 -1.569 -2.390 0.165
H 4.311 -0.708 -3.393 0.198
H 2.326 0.216 -2.582 0.179
H 0.658 1.824 -1.892 0.050
H -1.268 4.109 0.482 0.221
C -1.836 -1.870 0.564 -0.025
H -1.806 -2.110 1.730 0.148
H -0.943 -2.135 0.108 0.049
H -2.590 -2.222 0.515 -0.114
H -4.519 1.601 -1.452 0.089
H -6.915 1.182 -1.532 0.127
```

Charge ... 0
Energy above the lowest of the compared OMol25 structures with the same formula, charge and spin ... 571.7 kcal/mol
LUMO level ... -0.2280 eV
Highest occupied orbital energy ... -8.28 eV
Orbital gap ... 8.048 eV
E ... -53931.4019 eV

***

[8]
The following is a quantum chemistry calculation of an isolated molecule of C4H8O2, from the Open Molecules 2025 dataset.

Geometry as XYZ:
```
14
Properties=species:S:1:pos:R:3:lowdin_charge:R:1
C -1.945 0.498 0.453 -0.091
O -1.469 -0.806 0.744 -0.092
C -0.279 -1.034 0.080 -0.368
O 0.818 -1.512 0.804 0.045
C 0.859 -0.160 0.334 -0.296
C 1.812 0.268 -0.744 -0.034
H -1.855 0.730 -0.618 0.097
H -2.997 0.543 0.740 0.091
H -1.384 1.256 1.015 0.086
H -0.412 -1.528 -0.887 0.168
H 0.729 0.554 1.149 0.143
H 2.818 0.453 -0.356 0.079
H 1.434 1.207 -1.166 0.084
H 1.871 -0.470 -1.549 0.085
```

Charge ... 0
Energy above the lowest of the compared OMol25 structures with the same formula, charge and spin ... 53.7 kcal/mol
LUMO level ... 1.0047 eV
Highest occupied orbital energy ... -10.23 eV
SMILES string ... CO[C@@H]1O[C@H]1C
Orbital gap ... 11.234 eV
E ... -8370.9525 eV

***

The highest charge belongs to which entry?
C29H33AuBrN2O2SSi

***

What is the formula in the third record?
C5H13NO

***

What is the E in the second record?
-130121.8284 eV